P) ORCA calculation (ωB97M-V/def2-TZVPD) on a cluster of 2 separate species, C3H9S in total.

Last column: Löwdin charge in e.
Atoms and positions in Å:
S1 -4.10 1.69 -2.53  -0.50
H1 -3.93 2.96 -1.96  -0.48
C1 -0.11 -0.01 -0.48  -0.16
C2 1.19 -0.25 0.20  -0.35
C3 1.25 -1.01 1.54  -0.12
H2 -0.02 0.66 -1.34  0.06
H3 -0.58 -0.88 -1.06  0.09
H4 -1.00 0.32 0.17  0.10
H5 1.88 -0.67 -0.55  0.10
H6 1.43 0.77 0.49  0.09
H7 1.09 -2.07 1.28  0.07
H8 0.62 -0.51 2.25  0.05
H9 2.28 -1.02 1.98  0.07

Gap between HOMO and LUMO   5.6 eV
Net charge   -1
E_LUMO   3.3 eV
Multiplicity   1
HOMO energy   -0.086 hartree

Q) ORCA calculation (ωB97M-V/def2-TZVPD) on a structure of composition C3H9S.

Last column: Löwdin charge in e.
Atoms and positions in Å:
C1 0.40 -2.40 0.47  -0.16
C2 -0.71 -1.34 0.75  -0.16
H1 0.94 -2.08 -0.42  0.06
H2 0.03 -3.38 0.22  0.04
H3 1.09 -2.54 1.31  0.06
H4 -1.70 -1.63 0.47  0.04
H5 -0.76 -1.16 1.84  0.06
H6 -0.50 -0.34 0.33  0.06
C3 0.02 2.86 -0.62  -0.30
S1 1.23 3.49 -2.62  -0.45
H7 0.75 3.13 0.09  -0.07
H8 -0.82 3.51 -0.81  -0.06
H9 0.02 1.88 -1.00  -0.11

Gap between HOMO and LUMO   5.8 eV
Net charge   -1
E_LUMO   3.4 eV
Multiplicity   1
HOMO energy   -0.087 hartree

R) ORCA calculation (ωB97M-V/def2-TZVPD) on a cluster of 2 separate species, C3H9S in total.

Last column: Löwdin charge in e.
Atoms and positions in Å:
C1 -1.56 0.75 1.32  -0.19
C2 -2.17 -0.62 1.57  -0.18
H1 -0.63 0.82 1.88  0.05
H2 -1.26 0.89 0.29  0.03
H3 -2.27 1.53 1.60  0.05
H4 -1.47 -1.40 1.25  0.06
H5 -3.09 -0.78 0.99  0.05
H6 -2.30 -0.83 2.63  0.05
C3 0.61 -0.26 -1.81  -0.75
S1 1.79 0.11 -0.45  -0.06
H7 -0.27 0.38 -1.66  -0.04
H8 0.30 -1.30 -1.78  -0.03
H9 1.01 -0.08 -2.80  -0.03

Gap between HOMO and LUMO   6.1 eV
Net charge   -1
E_LUMO   4.1 eV
Multiplicity   1
HOMO energy   -0.075 hartree

S) ORCA calculation (ωB97M-V/def2-TZVPD) on a cluster of 2 separate species, C3H9S in total.

Last column: Löwdin charge in e.
Atoms and positions in Å:
S1 2.83 1.86 -0.49  -0.30
H1 2.35 1.96 -1.75  -0.48
C1 -0.73 0.43 1.19  -0.15
C2 0.13 -0.45 0.29  -0.35
C3 -0.65 -1.04 -0.88  -0.14
H2 -0.68 1.47 0.85  0.06
H3 -0.37 0.43 2.22  0.06
H4 -1.80 0.18 1.18  0.06
H5 0.46 -1.29 0.92  0.09
H6 1.03 0.10 -0.02  -0.03
H7 0.00 -1.53 -1.61  0.06
H8 -1.30 -1.83 -0.49  0.06
H9 -1.27 -0.32 -1.42  0.06

Gap between HOMO and LUMO   6.5 eV
Net charge   -1
E_LUMO   4.0 eV
Multiplicity   1
HOMO energy   -0.092 hartree

Calculated relative energies: P) 62.1; Q) 217.9; R) 41.0; S) 0.0, given in kJ/mol

P) ORCA calculation (ωB97M-V/def2-TZVPD) on the ion C6H8N with charge +1.

Last column: Löwdin charge in e.
Atoms and positions in Å:
C1 -1.76 0.12 -0.03  -0.11
C2 -0.87 0.97 0.04  -0.03
C3 -2.81 -0.69 -0.02  0.08
C4 0.29 1.71 0.00  -0.17
C5 1.31 -0.73 -0.75  0.00
C6 1.36 0.61 -0.08  0.00
N1 1.70 -0.69 0.73  0.15
H1 -3.36 -0.80 0.95  0.10
H2 -3.18 -1.08 -1.00  0.10
H3 0.44 2.25 -0.97  0.16
H4 0.47 2.33 0.95  0.17
H5 0.34 -1.19 -0.86  0.11
H6 2.09 -1.14 -1.36  0.12
H7 1.25 -1.04 1.48  0.11
H8 2.75 -0.62 0.90  0.20

Gap between HOMO and LUMO (alpha / beta)   6.6 / 9.1 eV
Net charge   +1
E_LUMO (alpha / beta)   -5.5 / -4.7 eV
Multiplicity   1
HOMO energy (alpha / beta)   -0.448 / -0.510 hartree

Q) ORCA calculation (ωB97M-V/def2-TZVPD) on the ion C6H8N with charge +1.

Last column: Löwdin charge in e.
Atoms and positions in Å:
C1 0.11 2.49 0.01  -0.05
C2 0.18 1.29 -0.70  -0.05
C3 0.42 0.44 -1.54  0.08
C4 0.43 -0.94 -1.90  0.02
N1 -0.12 -1.55 -0.97  0.17
C5 -0.66 -1.38 0.15  -0.09
C6 -0.06 -1.48 1.43  0.01
H1 -0.69 2.24 0.70  0.10
H2 -0.13 3.43 -0.40  0.10
H3 0.98 2.70 0.59  0.10
H4 0.80 -1.38 -2.72  0.11
H5 -1.69 -1.39 0.06  0.15
H6 1.03 -1.46 1.41  0.11
H7 -0.15 -2.42 1.96  0.12
H8 -0.46 -0.58 1.91  0.12

Gap between HOMO and LUMO   9.4 eV
Net charge   +1
E_LUMO   -5.2 eV
Multiplicity   1
Structure (SMILES)   CC#CC=[N+]=CC
HOMO energy   -0.536 hartree

Calculated relative energies: P) 210.5; Q) 0.0, given in kJ/mol

P) ORCA calculation (ωB97M-V/def2-TZVPD) on the ion C6H8N with charge +1.

Last column: Löwdin charge in e.
Atoms and positions in Å:
C1 3.15 -0.83 0.55  0.28
N1 2.27 -0.17 0.18  0.21
C2 0.88 0.42 -0.36  -0.18
C3 0.87 1.74 -0.46  0.14
C4 -0.10 -0.65 -0.46  -0.22
C5 -0.85 -0.66 0.85  -0.07
C6 -1.52 -0.20 -0.36  -0.08
H1 3.99 -1.51 0.90  0.17
H2 1.55 2.33 0.10  0.09
H3 -0.03 2.19 -0.65  0.06
H4 0.25 -1.53 -0.84  0.12
H5 -0.73 0.14 1.56  0.13
H6 -1.23 -1.61 1.14  0.11
H7 -2.13 -0.79 -0.92  0.09
H8 -1.81 0.86 -0.56  0.14

Gap between HOMO and LUMO   10.0 eV
Net charge   +1
E_LUMO   -4.5 eV
Multiplicity   1
Structure (SMILES)   C#[N+]C(=C)C1CC1
HOMO energy   -0.531 hartree

Q) ORCA calculation (ωB97M-V/def2-TZVPD) on a structure of composition C6H8N.

Last column: Löwdin charge in e.
Atoms and positions in Å:
C1 1.43 0.32 -0.08  -0.29
C2 0.36 1.19 -0.05  0.12
C3 2.69 0.24 -0.03  0.11
C4 -0.45 -1.14 0.56  0.00
C5 0.21 -0.63 -0.66  0.01
C6 -0.67 0.34 0.26  -0.33
N1 -2.08 0.83 -0.06  0.27
H1 2.96 -0.64 -0.58  0.09
H2 3.49 0.72 0.46  0.09
H3 -1.29 -1.83 0.62  0.12
H4 0.19 -1.33 1.46  0.15
H5 0.21 -0.84 -1.68  0.14
H6 -2.06 1.65 0.42  0.11
H7 -2.82 0.12 0.40  0.25
H8 -2.17 1.01 -1.05  0.16

Gap between HOMO and LUMO   8.9 eV
Net charge   +1
E_LUMO   -3.8 eV
Multiplicity   1
HOMO energy   -0.467 hartree

Calculated relative energies: P) 0.0; Q) 231.8, given in kJ/mol

P) ORCA calculation (ωB97M-V/def2-TZVPD) on a cluster of 2 separate species, C3H8N2 in total.

Last column: Löwdin charge in e.
Atoms and positions in Å:
H1 -0.43 0.22 -0.28  0.00
N1 0.05 0.08 -1.17  0.11
C1 1.28 -0.10 -0.95  -0.37
N2 2.12 -0.95 -1.77  0.00
H2 1.86 0.23 -0.06  0.11
H3 2.44 -1.64 -1.08  0.07
H4 3.00 -0.44 -1.90  0.06
C2 -1.23 0.33 1.97  -0.11
C3 -2.48 0.71 1.75  -0.07
H5 -0.46 1.08 2.16  0.05
H6 -0.94 -0.70 2.12  0.05
H7 -2.78 1.73 1.59  0.05
H8 -3.25 -0.04 1.57  0.05

Gap between HOMO and LUMO   10.5 eV
E_LUMO   0.9 eV
Multiplicity   1
Structure (SMILES)   [H]/N=C/N.C=C
HOMO energy   -0.354 hartree

Q) ORCA calculation (ωB97M-V/def2-TZVPD) on a structure of composition C3H8N2.

Last column: Löwdin charge in e.
Atoms and positions in Å:
C1 -0.60 1.49 0.01  -0.06
C2 -0.11 0.12 0.01  -0.22
N1 2.00 0.28 -0.14  -0.04
N2 -1.68 -1.04 0.17  -0.04
C3 0.45 -1.00 -0.06  0.05
H1 2.62 -0.16 0.54  -0.01
H2 2.36 0.07 -1.07  -0.01
H3 -1.78 -1.49 1.07  0.00
H4 -1.84 -1.73 -0.56  -0.01
H5 0.80 -2.00 0.00  0.09
H6 -1.18 1.66 0.92  0.09
H7 0.24 2.18 -0.04  0.08
H8 -1.27 1.63 -0.84  0.09

Gap between HOMO and LUMO (alpha / beta)   8.5 / 8.5 eV
E_LUMO (alpha / beta)   1.0 / 1.0 eV
Multiplicity   1
HOMO energy (alpha / beta)   -0.274 / -0.274 hartree

R) ORCA calculation (ωB97M-V/def2-TZVPD) on a structure of composition C3H8N2.

Last column: Löwdin charge in e.
Atoms and positions in Å:
C1 -0.62 0.98 0.21  -0.33
C2 0.87 -0.52 -1.30  -0.03
C3 0.48 -0.04 0.05  -0.36
N1 -1.55 0.24 1.05  -0.14
N2 0.71 -0.69 1.14  0.11
H1 -2.41 0.78 1.15  0.01
H2 -0.51 -0.56 1.66  0.17
H3 1.36 -1.47 1.12  0.10
H4 -1.01 1.26 -0.78  0.10
H5 -0.19 1.89 0.70  0.11
H6 1.50 -1.41 -1.27  0.08
H7 -0.03 -0.74 -1.88  0.10
H8 1.40 0.28 -1.83  0.09

Gap between HOMO and LUMO   7.9 eV
E_LUMO   0.7 eV
Multiplicity   1
HOMO energy   -0.265 hartree

Calculated relative energies: P) 0.0; Q) 407.6; R) 57.5, given in kJ/mol